(1)
Below is the molecule C7H8 in a non-equilibrium geometry, with properties calculated with ωB97M-V with the def2-TZVPD basis set.

Bonds (Å) are listed after each position.
Element x y z (Å)
1 C -1.110 -0.758 -1.072  C2 1.509, H8 1.094, H9 1.091, H10 1.092
2 C -0.376 -0.011 0.014  C1 1.509, C3 1.509, C4 1.419, C6 1.495
3 C -1.085 0.227 1.325  C2 1.509, H11 1.092, H12 1.094, H13 1.091
4 C 1.029 -0.203 0.076  C2 1.419, C5 1.309, C6 1.644
5 C 2.327 -0.364 0.123  C4 1.309, H14 1.084, H15 1.063
6 C 0.360 1.190 -0.487  C2 1.495, C4 1.644, C7 1.273
7 C 0.842 2.278 -0.937  C6 1.273
8 H -0.497 -0.818 -1.977  C1 1.094
9 H -2.026 -0.214 -1.305  C1 1.091
10 H -1.346 -1.765 -0.722  C1 1.092
11 H -1.322 -0.734 1.787  C3 1.092
12 H -0.454 0.815 2.000  C3 1.094
13 H -1.999 0.787 1.124  C3 1.091
14 H 3.121 -1.050 0.393  C5 1.084
15 H 2.552 0.596 -0.277  C5 1.063

ΔE to the lowest compared entry with this formula, charge and spin = 658.0 kJ/mol

=====

(2)
Below is the molecule C2H2N2O3 in a non-equilibrium geometry, with properties calculated with ωB97M-V with the def2-TZVPD basis set.

Bonds (Å) are listed after each position.
Element x y z (Å)
1 N -0.483 -2.152 -1.710  C2 1.135
2 C -0.539 -1.191 -1.108  N1 1.135, C3 1.428
3 C -0.295 0.053 -0.451  C2 1.428, O4 1.395, N5 1.683, H8 1.028
4 O 0.326 -0.128 0.785  C3 1.395, H9 0.940
5 N 0.714 0.987 -1.423  C3 1.683, O6 1.183, O7 1.194
6 O 0.174 1.559 -2.306  N5 1.183
7 O 1.816 1.097 -0.977  N5 1.194
8 H -1.171 0.571 -0.300  C3 1.028
9 H 0.779 -0.952 0.800  O4 0.940

SMILES = N#C[C@@H](O)[N+](=O)[O-]
ΔE to the lowest compared entry with this formula, charge and spin = 385.8 kJ/mol

=====

(3)
Below is a cluster of 8 separate species, C36H32BF4O22 in total in a non-equilibrium geometry, with properties calculated with ωB97M-V with the def2-TZVPD basis set.

Bonds (Å) are listed after each position.
Element x y z (Å)
1 B 9.247 38.729 40.423  F2 1.423, F3 1.345, F4 1.418, F5 1.379
2 F 8.832 37.783 41.401  B1 1.423
3 F 8.697 38.624 39.200  B1 1.345
4 F 8.750 39.968 40.900  B1 1.418
5 F 10.623 38.805 40.480  B1 1.379
6 C 14.794 43.896 41.890  C7 1.430, C12 1.459, H16 1.130
7 C 15.272 43.227 43.060  C6 1.430, C8 1.462, O15 1.413
8 C 14.750 41.952 43.550  C7 1.462, O9 1.153, C10 1.471
9 O 15.296 41.329 44.352  C8 1.153
10 C 13.556 41.531 42.801  C8 1.471, C11 1.554, H17 1.139
11 C 13.225 42.120 41.402  C10 1.554, C12 1.442, O14 1.329
12 C 13.845 43.335 40.935  C6 1.459, C11 1.442, O13 1.156
13 O 13.554 43.879 39.957  C12 1.156
14 O 12.282 41.692 40.569  C11 1.329, H18 1.041
15 O 16.275 43.836 43.847  C7 1.413, H19 0.945
16 H 15.205 44.942 41.774  C6 1.130
17 H 12.977 40.557 42.918  C10 1.139
18 H 11.567 41.036 40.945  O14 1.041
19 H 15.969 43.458 44.657  O15 0.945
20 C 12.498 34.395 44.084  C21 1.588, C26 1.425, H30 1.077
21 C 11.602 35.377 43.215  C20 1.588, C22 1.459, O29 1.306
22 C 11.138 34.888 41.921  C21 1.459, O23 1.153, C24 1.466
23 O 10.422 35.553 41.309  C22 1.153
24 C 11.689 33.632 41.403  C22 1.466, C25 1.479, H31 1.124
25 C 12.521 32.790 42.290  C24 1.479, C26 1.451, O28 1.430
26 C 12.990 33.142 43.617  C20 1.425, C25 1.451, O27 1.206
27 O 13.748 32.518 44.317  C26 1.206
28 O 13.074 31.587 41.750  C25 1.430, H32 1.099
29 O 11.114 36.455 43.767  C21 1.306, H33 0.989
30 H 12.765 34.700 45.082  C20 1.077
31 H 11.203 33.186 40.493  C24 1.124
32 H 13.863 31.243 42.433  O28 1.099
33 H 10.407 36.777 43.155  O29 0.989
34 C 3.375 40.186 39.716  C35 1.553, C40 1.488, H44 1.102
35 C 3.451 39.041 40.762  C34 1.553, C36 1.380, O43 1.468
36 C 4.440 38.079 40.758  C35 1.380, O37 1.196, C38 1.437
37 O 4.487 37.101 41.444  C36 1.196
38 C 5.527 38.285 39.841  C36 1.437, C39 1.540, H45 1.185
39 C 5.577 39.506 38.904  C38 1.540, C40 1.409, O42 1.367
40 C 4.467 40.354 38.720  C34 1.488, C39 1.409, O41 1.178
41 O 4.407 41.206 37.908  C40 1.178
42 O 6.791 39.939 38.450  C39 1.367, H46 0.998
43 O 2.420 39.047 41.807  C35 1.468, H47 0.919
44 H 2.574 40.906 39.950  C34 1.102
45 H 6.579 37.741 39.873  C38 1.185
46 H 7.465 39.370 38.917  O42 0.998
47 H 2.502 38.222 42.203  O43 0.919
48 C 4.690 45.259 42.668  C49 1.499, C54 1.385, H58 1.110
49 C 5.396 46.019 41.586  C48 1.499, C50 1.421, O57 1.329
50 C 6.562 45.387 41.077  C49 1.421, O51 1.236, C52 1.495
51 O 7.249 45.932 40.206  C50 1.236
52 C 6.983 43.993 41.415  C50 1.495, C53 1.471, H59 1.097
53 C 6.130 43.346 42.424  C52 1.471, C54 1.463, O56 1.397
54 C 4.937 43.944 43.024  C48 1.385, C53 1.463, O55 1.215
55 O 4.219 43.400 43.840  C54 1.215
56 O 6.472 42.142 43.044  C53 1.397, H60 0.946
57 O 5.209 47.271 41.182  C49 1.329, H61 0.932
58 H 3.696 45.719 42.850  C48 1.110
59 H 7.939 43.557 41.099  C52 1.097
60 H 7.270 41.707 42.780  O56 0.946
61 H 5.693 47.250 40.386  O57 0.932
62 C 5.468 32.682 42.712  C63 1.501, C68 1.452, H72 1.082
63 C 5.656 32.648 41.223  C62 1.501, C64 1.462, O71 1.401
64 C 6.462 33.668 40.555  C63 1.462, O65 1.240, C66 1.478
65 O 6.592 33.512 39.332  C64 1.240
66 C 7.020 34.739 41.407  C64 1.478, C67 1.462, H73 1.081
67 C 6.847 34.784 42.858  C66 1.462, C68 1.490, O70 1.366
68 C 6.004 33.755 43.530  C62 1.452, C67 1.490, O69 1.297
69 O 5.824 33.717 44.814  C68 1.297
70 O 7.664 35.455 43.723  C67 1.366, H74 1.019
71 O 5.102 31.726 40.325  C63 1.401, H75 1.028
72 H 5.028 31.844 43.236  C62 1.082
73 H 7.696 35.468 40.982  C66 1.081
74 H 7.866 36.282 43.163  O70 1.019
75 H 5.576 32.039 39.468  O71 1.028
76 C 9.069 35.347 36.248  C77 1.510, H80 1.021, H81 1.071, H82 1.059
77 C 8.495 36.487 35.442  C76 1.510, O78 1.223, C79 1.525
78 O 7.827 36.355 34.426  C77 1.223
79 C 8.927 37.870 35.919  C77 1.525, H83 1.095, H84 1.133, H85 1.133
80 H 9.939 35.184 35.740  C76 1.021
81 H 8.435 34.549 35.919  C76 1.071
82 H 9.148 35.484 37.295  C76 1.059
83 H 8.366 38.259 36.775  C79 1.095
84 H 8.833 38.682 35.135  C79 1.133
85 H 10.052 37.889 36.054  C79 1.133
86 C 16.182 37.167 38.196  C87 1.636, H90 1.092, H91 1.105, H92 0.979
87 C 14.548 37.151 38.275  C86 1.636, O88 1.199, C89 1.524
88 O 13.950 37.599 37.337  C87 1.199
89 C 13.938 36.648 39.578  C87 1.524, H93 1.064, H94 1.047, H95 1.124
90 H 16.541 37.655 39.105  C86 1.092
91 H 16.486 37.849 37.382  C86 1.105
92 H 16.554 36.263 38.246  C86 0.979
93 H 14.401 37.050 40.447  C89 1.064
94 H 13.677 35.641 39.456  C89 1.047
95 H 12.933 37.114 39.768  C89 1.124

Net charge = -1
ΔE to the lowest compared entry with this formula, charge and spin = 0.0 kJ/mol